(1)
DFT (ωB97M-V/def2-TZVPD) results for a structure of composition H4O14S3Zn.

Calculated values
Energy relative to the best compared isomer or geometry (same formula, charge and spin) in kcal/mol: 27.41

```
! wB97M-V def2-TZVPD RIJCOSX def2/J DEFGRID3
* xyz -4 1
Zn 5.00505 -2.65194 -12.33665
S 2.74433 -1.72216 -14.45938
O 3.31890 -2.76982 -15.36306
O 3.66170 -1.56253 -13.30825
O 2.67353 -0.43624 -15.20610
O 1.37616 -2.10746 -14.08652
S 3.12473 -3.16350 -10.52779
O 4.26515 -2.20889 -10.55701
O 1.87910 -2.38664 -10.51600
O 3.36974 -3.86256 -11.82072
O 3.25831 -4.07791 -9.40854
S 7.56496 -0.43196 -11.59744
O 7.62001 0.76762 -12.44992
O 6.54688 -1.38493 -12.13951
O 8.89284 -1.11460 -11.63821
O 7.23858 -0.06362 -10.22333
O 6.20276 -4.13723 -11.28793
H 6.33023 -5.05494 -11.54845
H 6.74669 -4.00393 -10.50376
O 6.01945 -3.31249 -13.98844
H 6.67946 -2.85318 -14.51606
H 5.75244 -4.08546 -14.49860
*
```

=====

(2)
DFT (ωB97M-V/def2-TZVPD) results for a cluster of 2 separate species, H4O2 in total.

Calculated values
SMILES: O.O
Energy relative to the best compared isomer or geometry (same formula, charge and spin) in kcal/mol: 4.63

```
! wB97M-V def2-TZVPD RIJCOSX def2/J DEFGRID3
* xyz 0 1
H 2.41444 -0.50798 0.21966
H 0.86875 -0.29061 0.02607
H -1.18350 0.73846 0.30050
H -2.36603 0.12950 -0.38843
O 1.72830 0.07064 -0.12009
O -1.46196 -0.14000 -0.03771
*
```

=====

(3)
DFT (ωB97M-V/def2-TZVPD) results for a cluster of 2 separate species, H4O2 in total.

Calculated values
SMILES: O.O
Energy relative to the best compared isomer or geometry (same formula, charge and spin) in kcal/mol: 7.87

```
! wB97M-V def2-TZVPD RIJCOSX def2/J DEFGRID3
* xyz 0 1
H 1.93093 0.74277 -0.26609
H 2.00524 -0.71327 -0.34737
H -1.14610 -0.21648 0.59745
H -2.51328 0.23949 0.18637
O 1.36581 -0.01266 0.00999
O -1.64261 -0.03986 -0.18035
*
```

=====

(4)
DFT (ωB97M-V/def2-TZVPD) results for a cluster of 2 separate species, H4O2 in total.

Calculated values
SMILES: O.O
Energy relative to the best compared isomer or geometry (same formula, charge and spin) in kcal/mol: 4.17

```
! wB97M-V def2-TZVPD RIJCOSX def2/J DEFGRID3
* xyz 0 1
H 0.74548 -0.04109 -0.50248
H 1.82442 0.47441 0.50590
H -1.46978 -0.84871 0.41042
H -1.63490 0.70600 -0.08170
O 1.67653 -0.17579 -0.15735
O -1.14175 -0.11483 -0.17478
*
```

=====

(5)
DFT (ωB97M-V/def2-TZVPD) results for a cluster of 2 separate species, H4O2 in total.

Calculated values
SMILES: O.O
Energy relative to the best compared isomer or geometry (same formula, charge and spin) in kcal/mol: 2.19

```
! wB97M-V def2-TZVPD RIJCOSX def2/J DEFGRID3
* xyz 0 1
H 0.81249 -0.03001 0.22083
H 2.18675 -0.68807 -0.15838
H -2.03800 -0.41495 0.18468
H -1.41122 0.94527 0.00922
O 1.69378 0.17415 -0.09689
O -1.24380 0.01361 -0.15945
*
```

=====

(6)
DFT (ωB97M-V/def2-TZVPD) results for a cluster of 2 separate species, H4O2 in total.

Calculated values
SMILES: O.O
Energy relative to the best compared isomer or geometry (same formula, charge and spin) in kcal/mol: 3.95

```
! wB97M-V def2-TZVPD RIJCOSX def2/J DEFGRID3
* xyz 0 1
H -0.71131 -0.00591 -0.24616
H -1.44835 0.94250 -1.14577
H 0.98688 -1.28374 0.91706
H 0.95909 0.15190 0.35970
O -0.60937 0.51872 -1.03431
O 0.82305 -0.32347 1.14947
*
```

=====

(7)
DFT (ωB97M-V/def2-TZVPD) results for a cluster of 2 separate species, H4O2 in total.

Calculated values
SMILES: O.O
Energy relative to the best compared isomer or geometry (same formula, charge and spin) in kcal/mol: 6.63

```
! wB97M-V def2-TZVPD RIJCOSX def2/J DEFGRID3
* xyz 0 1
H 0.50941 1.36552 -0.49518
H 1.57936 0.75783 -1.10315
H -1.58061 -1.00755 1.38839
H -0.54875 -0.46374 0.32369
O 0.61707 0.73289 -1.24844
O -0.61200 -0.81439 1.23422
*
```

=====

(8)
DFT (ωB97M-V/def2-TZVPD) results for a cluster of 2 separate species, H4O2 in total.

Calculated values
SMILES: O.O
Energy relative to the best compared isomer or geometry (same formula, charge and spin) in kcal/mol: 6.08

```
! wB97M-V def2-TZVPD RIJCOSX def2/J DEFGRID3
* xyz 0 1
O 2.89953 -0.43934 0.44072
H 3.70799 0.11771 0.37485
H 3.23455 -1.36453 0.43361
O -3.13829 0.92786 -0.49910
H -3.56390 0.29342 -1.11926
H -3.13988 0.46489 0.36918
*
```